# 1
Entry from the OMol25 dataset: an isolated molecule of C3H3N3O2 (ωB97M-V/def2-TZVPD).

## Properties
ΔE to the lowest compared entry with this formula, charge and spin in kcal/mol: 122.6
LUMO in eV: -0.26
Frontier orbital gap in eV: 9.877
Structure (SMILES): O=[N+]([O-])c1c[nH]cn1

Element x y z (Å)
C 0.584010 -0.100514 -0.088648
C -0.156566 0.992583 0.162684
C -1.435649 -0.980609 -0.129451
H -0.124546 2.031538 0.342954
H -2.167206 1.009687 0.217444
H -2.465756 -1.476745 -0.151234
N 2.085692 -0.216728 0.004795
N -1.438348 0.478102 -0.092406
N -0.169579 -1.293921 -0.129488
O 2.552800 -1.322768 0.135809
O 2.735153 0.879375 -0.272460

Atoms 1-6, force components in eV/Å:
1.46 -2.21 1.61
-2.62 -1.96 -1.99
0.61 4.14 0.01
0.86 0.72 0.08
-2.68 1.41 0.64
2.23 0.20 -0.08

***

# 2
Entry from the OMol25 dataset: an isolated molecule of C3H3N3O2 (ωB97M-V/def2-TZVPD).

## Properties
ΔE to the lowest compared entry with this formula, charge and spin in kcal/mol: 106.6
LUMO in eV: -0.47
Frontier orbital gap in eV: 9.566
Structure (SMILES): Oc1cnnc(O)n1

Element x y z (Å)
C -1.212097 -0.208424 0.038459
C -1.166741 1.114955 0.135019
C 1.062996 -0.324497 -0.083634
H -1.603834 -1.828009 0.140795
H -1.995964 1.714424 0.415622
H 2.772438 -0.273678 0.904404
N 0.092496 1.714176 0.020462
N 1.243363 0.994601 -0.245916
N -0.011035 -0.890882 -0.222674
O -2.317826 -0.968233 0.003856
O 2.248907 -1.010541 0.138270

Atoms 1-6, force components in eV/Å:
1.61 -2.22 -2.48
3.46 2.37 0.66
5.61 2.10 -0.41
-3.58 1.64 -0.76
-0.36 0.64 0.05
-2.11 -3.34 -3.83

***

# 3
Entry from the OMol25 dataset: an isolated molecule of C3H3N3O2 (ωB97M-V/def2-TZVPD).

## Properties
ΔE to the lowest compared entry with this formula, charge and spin in kcal/mol: 180.3
LUMO in eV: -0.71
Frontier orbital gap in eV: 9.435
Structure (SMILES): O=[N+]([O-])C1C=NN=C1

Element x y z (Å)
C -1.367446 0.821733 -0.309533
C -0.149244 -1.274190 0.079828
C 0.358361 0.070490 -0.268072
N -2.011755 -0.180903 0.076821
N -1.393228 -1.314120 0.161861
N 1.206395 0.147573 -1.480609
O 1.988427 1.087210 -1.509883
O 1.146128 -0.745760 -2.295382
H -1.751913 1.748507 -0.294995
H 0.593021 -2.057457 0.005042
H 0.929194 0.792526 0.469733

Atoms 1-6, force components in eV/Å:
4.29 -5.24 0.18
2.67 1.80 -1.14
-1.28 4.07 1.21
-2.61 3.81 -0.19
-0.19 -5.28 0.91
0.72 0.20 0.41

***

# 4
Entry from the OMol25 dataset: a 2-piece molecular cluster, C3H3N3O3 overall (ωB97M-V/def2-TZVPD).

## Properties
ΔE to the lowest compared entry with this formula, charge and spin in kcal/mol: 96.4
LUMO in eV: 0.14
Frontier orbital gap in eV: 9.954
Structure (SMILES): [H]/N=C(\N)C#[N+][O-].O=C=O

Element x y z (Å)
C -0.634096 0.988675 -0.141765
C 0.719614 0.481307 -0.358143
C -1.302158 -1.580230 0.158351
N -1.574268 1.572972 0.249640
N 1.080615 0.247304 -1.545554
N 1.631186 0.198520 0.607846
O -0.872625 -1.539623 1.214064
O -2.681464 1.882426 0.519823
O -1.808325 -1.714586 -0.850068
H 2.015293 -0.094741 -1.712376
H 1.162114 0.075212 1.508643
H 2.264114 -0.517238 0.349536

Atoms 1-6, force components in eV/Å:
0.31 1.25 1.07
1.37 -0.54 -2.12
-0.72 -0.74 0.02
1.59 -2.33 -1.18
-1.83 0.67 -2.15
-1.78 1.15 3.36

***

# 5
Entry from the OMol25 dataset: C3H3N3OS as an isolated structure (ωB97M-V/def2-TZVPD).

## Properties
ΔE to the lowest compared entry with this formula, charge and spin in kcal/mol: 151.2
LUMO in eV: -1.01
Frontier orbital gap in eV: 8.180

Element x y z (Å)
C -0.464584 -0.067679 -0.409083
C -0.561242 1.222804 -0.659528
C 0.722442 -0.362239 0.353886
H -1.572855 -2.074030 0.740634
H -1.693497 1.676554 -0.755515
H 0.305254 -2.191976 0.573325
N 1.707858 1.729804 0.037968
N 1.816036 0.622573 0.493349
N 1.104972 -1.506702 0.856744
O 0.424116 2.072645 -0.420032
S -1.788498 -1.121753 -0.811748

Atoms 1-6, force components in eV/Å:
0.34 -0.24 0.35
-3.62 1.65 0.82
2.85 -3.19 0.81
-0.72 2.09 -3.32
3.35 -0.61 -0.46
1.82 1.08 0.73

***

# 6
Entry from the OMol25 dataset: C3H3N3OS as an isolated structure (ωB97M-V/def2-TZVPD).

## Properties
ΔE to the lowest compared entry with this formula, charge and spin in kcal/mol: 122.0
LUMO in eV: -1.07
Frontier orbital gap in eV: 7.395

Element x y z (Å)
C 0.713325 -0.058403 -0.160298
C -0.569993 -0.538155 -0.253155
C -1.640615 0.247955 -0.063074
H 2.638288 -0.239293 0.178792
H 1.866158 -1.859893 0.677042
H -0.795933 -1.565915 -0.033411
N 1.807390 -0.781637 -0.093111
N -0.169875 2.044369 -0.062043
N 0.847883 1.347998 -0.145463
O -1.452596 1.574410 0.024796
S -3.244034 -0.171440 -0.070077

Atoms 1-6, force components in eV/Å:
-3.36 0.49 0.15
3.01 -2.33 1.11
-4.39 1.26 -0.55
-0.50 -0.27 -0.39
-0.78 4.51 -3.42
0.28 -0.53 -0.66

***

# 7
Entry from the OMol25 dataset: C3H3N4 as an isolated structure (ωB97M-V/def2-TZVPD).

## Properties
Total charge: +1
ΔE to the lowest compared entry with this formula, charge and spin in kcal/mol: 43.9
LUMO (spin up / spin down) in eV: -6.82 / -6.82
Frontier orbital gap (spin up / spin down) in eV: 9.463 / 9.463

Element x y z (Å)
C -1.706625 -0.637388 -0.125214
C 0.695872 0.276552 -0.103850
C -0.724942 0.293990 -0.613678
N -2.482285 -1.348014 0.315154
N 0.675739 1.660044 0.199244
N -0.547477 1.722428 0.129124
N 1.436005 -0.602135 0.462652
H -0.846626 0.534804 -1.671558
H 1.227490 -1.599262 0.442382
H 2.272849 -0.301016 0.965744

Atoms 1-6, force components in eV/Å:
0.58 0.44 -0.13
-0.43 -0.69 0.25
0.06 0.98 0.25
-0.53 -0.59 0.30
1.75 0.45 0.25
-1.52 -0.89 -0.69

***

# 8
Entry from the OMol25 dataset: an isolated molecule of C3H3N5 (ωB97M-V/def2-TZVPD).

## Properties
ΔE to the lowest compared entry with this formula, charge and spin in kcal/mol: 151.8
LUMO in eV: -1.17
Frontier orbital gap in eV: 8.508
Structure (SMILES): [H]/N=c1\ccnnnn1

Element x y z (Å)
C 0.126715 0.365047 0.909247
C 0.903215 -0.615423 0.258017
C 0.415920 -0.817194 -0.934992
H -0.642915 -0.370085 2.348825
H 1.863104 -0.809123 0.925881
H 1.146629 -1.257534 -1.737282
N -0.749516 0.421907 1.902716
N -0.952457 -0.666061 -1.383182
N -1.630797 0.456627 -1.255253
N -0.731664 1.763868 -0.984950
N 0.251765 1.527971 -0.049027

Atoms 1-6, force components in eV/Å:
-5.41 3.41 1.70
2.85 0.01 3.57
1.67 -2.33 -4.49
0.37 -5.45 3.39
-1.52 -0.42 -2.60
-2.02 0.22 1.39

***

# 9
Entry from the OMol25 dataset: an isolated molecule of C3H3NO (ωB97M-V/def2-TZVPD).

## Properties
ΔE to the lowest compared entry with this formula, charge and spin in kcal/mol: 21.2
LUMO in eV: 0.34
Frontier orbital gap in eV: 9.494
Structure (SMILES): C=CN=C=O

Element x y z (Å)
C 0.337780 -0.623219 0.518463
C 0.783371 -0.328342 -0.723575
N -0.672543 0.113731 1.050309
C -1.191870 1.025876 0.394471
O -1.976746 1.846956 0.148358
H 0.895702 -1.193076 1.251495
H 0.140498 -0.050462 -1.543645
H 1.683809 -0.791464 -1.095876

Atoms 1-6, force components in eV/Å:
2.45 0.89 -1.34
0.38 -2.43 0.16
-1.47 0.97 -0.57
-2.27 -0.29 2.50
0.96 0.19 -0.93
0.05 -0.12 -0.22

***

# 10
Entry from the OMol25 dataset: an isolated molecule of C3H3NO (ωB97M-V/def2-TZVPD).

## Properties
ΔE to the lowest compared entry with this formula, charge and spin in kcal/mol: 46.7
LUMO in eV: 0.90
Frontier orbital gap in eV: 12.202

Element x y z (Å)
N 1.442901 0.153469 0.242187
C 2.531286 -0.075700 0.624668
C 0.163344 0.445223 -0.258922
C -0.950084 -0.468187 -0.006240
O -0.820550 0.772989 0.680156
H 0.194418 1.059859 -1.155473
H -1.766762 -0.529638 -0.723792
H -0.771791 -1.355249 0.597899

Atoms 1-6, force components in eV/Å:
0.97 -0.21 0.40
-1.04 0.22 -0.37
0.04 0.01 -0.26
-0.10 -0.29 -0.11
-0.02 0.15 0.16
0.00 -0.08 0.14

***

# 11
Entry from the OMol25 dataset: an isolated molecule of C3H3NO (ωB97M-V/def2-TZVPD).

## Properties
ΔE to the lowest compared entry with this formula, charge and spin in kcal/mol: 65.0
LUMO in eV: 0.10
Frontier orbital gap in eV: 9.686
Structure (SMILES): Cc1nc1=O

Element x y z (Å)
C -0.373320 -0.474385 -1.515546
C -1.065111 -0.349838 -2.716051
C -0.024423 -0.066251 -0.174411
N -0.141350 -1.343197 -2.481371
O -2.052836 0.317749 -3.489841
H 0.847358 0.588514 -0.253898
H 0.248945 -0.919710 0.442007
H -0.832848 0.507643 0.280444

Atoms 1-6, force components in eV/Å:
-0.92 0.19 -1.61
-5.98 4.59 -3.42
0.38 -0.05 0.57
-0.02 -0.01 0.00
6.42 -4.59 4.46
0.01 0.01 0.04

***

# 12
Entry from the OMol25 dataset: C3H3NO as an isolated structure (ωB97M-V/def2-TZVPD).

## Properties
ΔE to the lowest compared entry with this formula, charge and spin in kcal/mol: 74.7
LUMO in eV: -0.98
Frontier orbital gap in eV: 8.822

Element x y z (Å)
C 0.954733 -0.363590 0.156565
C -0.411947 -0.061754 0.007690
O -1.139972 -1.001200 0.475583
C -1.020496 1.101075 -0.603340
N -1.463304 2.050070 -1.095091
H 1.256234 -0.381270 1.207016
H 0.031531 -1.510824 0.481292
H 1.709744 0.034515 -0.516791

Atoms 1-6, force components in eV/Å:
0.11 0.33 -0.16
0.23 -0.01 0.02
0.14 -0.06 0.01
-0.38 0.80 -0.44
0.42 -0.92 0.47
-0.10 -0.11 -0.11

***

Q: ΔE to the lowest compared entry with this formula, charge and spin of number 4 (C3H3N3O3)?
A: 96.4 kcal/mol